## i
This record from the OMol25 dataset describes a cluster of 10 separate species, H20O10 in total. The level of theory is ωB97M-V with the def2-TZVPD basis set.

Its spin multiplicity is 1. As for the LUMO energy: -0.2 eV. As for the SMILES: O.O.O.O.O.O.O.O.O.O.

Each line ends with the Mulliken charge.
Element x y z (Å)
O1 -1.43024 -0.01996 0.25410  -0.694
H1 -2.01777 0.20688 -0.47552  0.283
H2 -0.84590 0.74274 0.33047  0.307
O2 -3.91339 0.54921 1.92316  -0.610
H3 -3.20335 0.27818 2.51592  0.307
H4 -3.85793 -0.07435 1.19030  0.304
O3 0.28786 -1.00137 -0.59992  -0.505
H5 -0.37562 -0.53837 -1.12376  0.308
H6 -0.22613 -1.60097 -0.04739  0.307
O4 -2.15990 -2.08847 -2.08644  -0.584
H7 -2.46411 -2.91414 -1.69309  0.292
H8 -2.42831 -2.15567 -3.00971  0.359
O5 0.29902 4.51068 0.05015  -0.633
H9 0.44022 4.89492 0.92274  0.318
H10 1.18850 4.32310 -0.27021  0.321
O6 1.06596 1.05343 -1.98734  -0.592
H11 0.75175 1.95213 -1.83699  0.329
H12 0.64384 0.79257 -2.81362  0.253
O7 3.18345 1.49025 -0.17598  -0.567
H13 2.85063 1.58932 0.72313  0.289
H14 2.58707 2.02945 -0.70756  0.256
O8 1.59149 -0.78755 4.27534  -0.621
H15 0.88774 -0.59465 3.64565  0.325
H16 1.85706 -1.68903 4.06133  0.314
O9 -0.76715 -2.50022 -3.15822  -0.568
H17 0.12538 -2.84516 -3.04244  0.263
H18 -0.63278 -1.62525 -3.53949  0.265
O10 1.87218 -1.33299 1.70432  -0.642
H19 2.73571 -1.34283 2.13233  0.338
H20 1.74968 -0.41295 1.44451  0.281

=====

## ii
This record from the OMol25 dataset describes a structure of composition H20O10. The level of theory is ωB97M-V with the def2-TZVPD basis set.

Its spin multiplicity is 1. As for the LUMO energy: -0.4 eV.

Each line ends with the Mulliken charge.
Element x y z (Å)
O1 -7.09035 2.19688 18.19292  -0.680
H1 -6.60858 2.74772 18.80995  0.349
H2 -6.96319 1.30533 18.51726  0.245
O2 -10.28740 0.47566 16.11925  -0.747
H3 -10.09510 1.39561 16.30072  0.522
H4 -10.78054 0.17821 16.88382  0.231
O3 -8.90327 -0.47202 19.32248  -0.507
H5 -8.62756 -0.49650 20.23878  0.313
H6 -9.80229 -0.14464 19.35104  0.609
O4 -9.24271 1.04200 18.25244  -0.959
H7 -8.69622 1.13552 17.47216  -0.333
H8 -8.77542 0.40965 18.79833  -0.234
O5 -7.56099 -1.28809 18.24640  -0.876
H9 -8.15436 -0.95851 18.92131  0.589
H10 -8.13335 -1.72727 17.61730  0.254
O6 -8.09888 1.09887 16.67489  -0.327
H11 -7.88414 0.43144 16.02324  0.139
H12 -7.26485 1.29441 17.10198  0.612
O7 -8.43586 2.68757 15.38835  -0.845
H13 -7.73509 3.04002 15.93692  0.245
H14 -8.72636 1.89932 15.84716  0.853
O8 -10.20706 2.49604 16.65151  -0.712
H15 -9.75570 3.31051 16.87323  0.427
H16 -10.28857 2.03231 17.48490  0.576
O9 -10.88772 0.62623 19.42234  -0.824
H17 -10.61189 1.16667 18.68202  0.477
H18 -11.23699 -0.16972 19.02145  0.339
O10 -8.85855 2.60385 19.77068  -0.791
H19 -9.08983 2.07036 19.01033  0.786
H20 -8.21359 2.07903 20.24484  0.270

=====

Preferred: i; penalty for the next structure: 14.297 eV.

=====

## i
This record from the OMol25 dataset describes an isolated molecule of C3H5NS. The level of theory is ωB97M-V with the def2-TZVPD basis set.

Its spin multiplicity is 1. As for the LUMO energy: -0.5 eV. As for the SMILES: S=CN1CC1.

Each line ends with the Mulliken charge.
Element x y z (Å)
S1 1.49497 1.38250 -2.24251  -0.183
C1 0.71857 0.93783 -0.79097  -0.179
N1 -0.52360 0.39844 -0.48854  -0.218
C2 -0.91858 0.10533 0.84528  -0.026
C3 -0.24164 -1.04250 0.21385  -0.379
H1 1.67315 0.57292 -0.08935  0.197
H2 -0.53783 0.55902 1.72430  0.225
H3 -2.09863 0.18661 1.12110  0.188
H4 0.97489 -1.03668 0.07449  0.150
H5 -0.54130 -2.06347 -0.36766  0.224

=====

## ii
This record from the OMol25 dataset describes an isolated molecule of C3H5NS. The level of theory is ωB97M-V with the def2-TZVPD basis set.

Its spin multiplicity is 1. As for the LUMO energy: 0.1 eV. As for the SMILES: S=CN1CC1.

Each line ends with the Mulliken charge.
Element x y z (Å)
S1 2.97364 0.02414 -0.23845  -0.271
C1 1.41664 -0.02576 0.02811  -0.071
N1 0.25997 -0.02791 -0.80374  -0.351
C2 -0.82173 0.75393 -0.10188  -0.216
C3 -0.82726 -0.67777 -0.09311  -0.274
H1 1.16792 -0.10619 1.04236  0.256
H2 -0.52517 1.26359 0.81762  0.238
H3 -1.54486 1.21144 -0.75961  0.241
H4 -0.59404 -1.16930 0.84854  0.221
H5 -1.50510 -1.24616 -0.73984  0.225

=====

Preferred: ii; penalty for the next structure: 2.382 eV.

=====

## i
This record from the OMol25 dataset describes an isolated molecule of C3H5NS. The level of theory is ωB97M-V with the def2-TZVPD basis set.

Its spin multiplicity is 1. As for the LUMO energy: -0.2 eV. As for the SMILES: C=CC(N)=S.

Each line ends with the Mulliken charge.
Element x y z (Å)
C1 -1.34511 -0.55910 -0.01542  -0.836
C2 -0.09576 -0.99540 -0.02501  -0.051
C3 0.95418 -0.01005 0.02591  0.369
N1 0.59635 1.29590 0.02727  -0.363
S1 2.53650 -0.50470 0.01444  -0.345
H1 -2.16656 -1.18195 0.23058  0.295
H2 -1.61734 0.47190 0.10559  0.202
H3 0.17988 -2.05199 -0.12029  0.342
H4 1.34362 2.01882 -0.07324  0.238
H5 -0.38576 1.51657 -0.16982  0.147

=====

## ii
This record from the OMol25 dataset describes an isolated molecule of C3H5NS. The level of theory is ωB97M-V with the def2-TZVPD basis set.

Its spin multiplicity is 1. As for the LUMO energy: 0.4 eV. As for the SMILES: C=CNC=S.

Each line ends with the Mulliken charge.
Element x y z (Å)
C1 -1.11332 1.18312 -0.20789  -0.646
C2 -0.23483 0.63201 0.64516  -0.002
N1 0.28967 -0.63897 0.56905  -0.216
C3 0.91224 -1.21081 -0.52278  -0.203
S1 1.36644 -0.49120 -1.88247  -0.282
H1 -1.33969 0.60512 -1.11915  0.198
H2 -1.61163 2.12426 -0.08374  0.274
H3 0.13308 1.17784 1.52105  0.275
H4 0.50230 -1.11628 1.45741  0.282
H5 1.09576 -2.26508 -0.37663  0.319

=====

Preferred: i; penalty for the next structure: 0.312 eV.

=====

## i
This record from the OMol25 dataset describes an isolated molecule of C3H5NS. The level of theory is ωB97M-V with the def2-TZVPD basis set.

Its spin multiplicity is 1. As for the LUMO energy (alpha / beta): -0.6 / -0.6 eV.

Each line ends with the Mulliken charge.
Element x y z (Å)
C1 -0.01777 1.12750 -0.42916  -0.055
C2 0.75479 -0.16386 -0.31308  -0.387
C3 -1.26066 1.55441 -0.25400  -0.655
N1 0.99183 -2.60491 0.79956  -0.578
S1 0.07000 -1.32207 0.69421  0.233
H1 0.62121 1.78936 -0.83547  0.283
H2 1.73761 -0.33348 -0.54968  0.423
H3 -1.55265 2.54303 -0.41411  0.276
H4 -1.94741 0.87736 0.18258  0.224
H5 0.60305 -3.46733 1.11914  0.236

=====

## ii
This record from the OMol25 dataset describes an isolated molecule of C3H5NS. The level of theory is ωB97M-V with the def2-TZVPD basis set.

Its spin multiplicity is 1. As for the LUMO energy: -0.2 eV. As for the SMILES: S=CN1CC1.

Each line ends with the Mulliken charge.
Element x y z (Å)
S1 -3.02794 0.11422 -0.25000  -0.222
C1 -1.47592 -0.15341 0.24029  -0.127
N1 -0.36768 0.13378 -0.55966  -0.259
C2 0.83382 -0.62754 -0.25274  -0.306
C3 0.83663 0.77368 -0.00388  -0.253
H1 -1.16951 -0.57458 1.20902  0.297
H2 0.76031 -1.39627 0.51890  0.242
H3 1.40799 -0.96594 -1.13438  0.192
H4 0.79688 1.28011 0.91830  0.252
H5 1.40543 1.41594 -0.68585  0.184

=====

Preferred: ii; penalty for the next structure: 0.975 eV.